{
  "formula": "C4H6",
  "method": "the ωB97M-V functional and the def2-TZVPD basis",
  "species": ["C", "H", "C", "H", "C", "H", "H", "H", "C", "H"],
  "xyz": [[-0.345731, -0.817711, -0.331328], [-2.339283, -0.733007, -1.069730], [0.798587, -0.942525, 0.038702], [-1.355353, 0.745353, -1.237886], [1.570071, 0.199416, 0.615356], [0.885326, 1.064197, 0.626435], [2.422569, 0.460147, -0.008734], [1.872438, 0.000561, 1.640605], [-1.585929, -0.114738, -0.594812], [-1.969923, 0.275026, 0.356797]],
  "forces_ev_per_angstrom": [[0.0631, -0.3204, -0.0836], [-0.2394, 0.0496, -0.0710], [-0.7807, 0.8786, -0.0352], [-0.1625, -0.2383, -0.0041], [0.5324, 0.1183, 0.2153], [0.4466, -0.1710, 0.1104], [0.2121, -0.0708, 0.2287], [0.3193, 0.0242, -0.0379], [-0.2981, -0.0879, -0.1226], [-0.0927, -0.1824, -0.2000]],
  "mulliken_charge": [0.01, 0.33, 0.11, 0.27, -0.72, 0.24, 0.27, 0.27, -1.04, 0.27],
  "gap_ha": 0.3794,
  "relative_energy_kcal_mol": 43.1,
  "e_homo_ha": -0.34201,
  "charge": 0,
  "e_tot_ev": -4242.092
}